Computed, not measured: a single C5H7P molecule in a non-equilibrium geometry, with ωB97M-V/def2-TZVPD.

The geometry in XYZ format:
```
13
Properties=species:S:1:pos:R:3:nbo_charge:R:1
C 1.07455 0.54074 -1.55081 -0.659
C 0.18208 0.02537 -0.52050 0.002
C 0.50182 0.40331 1.00461 -0.203
C -0.51622 0.21442 1.83816 -0.469
P -1.97926 -0.56485 0.97222 0.524
C -1.01407 -0.60633 -0.57374 -0.509
H 1.99250 0.39691 -1.00040 0.222
H 0.76860 1.49541 -1.81257 0.233
H 1.37419 -0.12299 -2.45276 0.224
H 1.41608 0.77902 1.21061 0.195
H -0.52974 0.55101 2.86396 0.227
H -1.88279 -1.96384 1.40973 -0.006
H -1.38774 -1.14818 -1.38852 0.220
```

HOMO energy: -8.83 eV
Kohn-Sham gap: 9.66 eV
DFT total energy: -14584.977 eV
SMILES: CC1=CC=[PH]=C1



Computed, not measured: 2 unconnected molecules or ions with the total composition C5H7P in a non-equilibrium geometry, with ωB97M-V/def2-TZVPD.

The geometry in XYZ format:
```
13
Properties=species:S:1:pos:R:3:nbo_charge:R:1
C -2.61532 -0.15925 1.14439 -0.467
C 0.30743 -1.24790 -0.76446 -0.428
C 2.77772 0.83257 -0.70579 -0.808
C -1.69436 0.71375 0.88438 -0.040
C 0.25644 -0.21198 0.04069 -0.373
P 1.58532 0.82248 0.53729 0.664
H -3.57836 0.38732 1.43381 0.218
H -2.60534 -1.22143 0.99513 0.227
H 1.28401 -1.57722 -1.09090 0.201
H -0.50455 -1.83186 -1.16952 0.209
H 3.48609 1.64871 -0.68951 0.217
H 2.99050 0.12313 -1.46301 0.200
H -1.68959 1.72169 0.84751 0.178
```

HOMO energy (alpha / beta): -8.66 / -8.66 eV
Kohn-Sham gap (alpha / beta): 8.41 / 8.41 eV
DFT total energy: -14580.916 eV



Computed, not measured: a single C5H7P molecule in a non-equilibrium geometry, with ωB97M-V/def2-TZVPD.

The geometry in XYZ format:
```
13
Properties=species:S:1:pos:R:3:nbo_charge:R:1
C -0.41498 1.12198 0.02024 -0.432
C 0.30404 2.16513 0.11854 0.225
C -1.57806 0.16784 0.16538 -0.389
C -0.57709 -1.08430 0.01346 -0.411
C 0.42362 -0.07568 -0.46416 -0.409
P 2.17813 -0.38699 0.12544 0.293
H -1.86677 0.11533 1.25468 0.229
H -2.48701 0.01782 -0.42575 0.246
H -0.39174 -1.39503 1.02889 0.202
H -0.82927 -1.94356 -0.60036 0.222
H 0.43598 0.00506 -1.67414 0.244
H 1.96308 0.66653 0.95288 -0.004
H 2.84006 0.62588 -0.51510 -0.016
```

HOMO energy: -9.45 eV
Kohn-Sham gap: 9.22 eV
DFT total energy: -14580.743 eV



Computed, not measured: 2 unconnected molecules or ions with the total composition C5H7PS, with ωB97M-V/def2-TZVPD.

The geometry in XYZ format:
```
14
Properties=species:S:1:pos:R:3:nbo_charge:R:1
C -1.33750 -0.40111 1.87809 -0.263
C -1.12468 -0.88332 0.56523 -0.265
C -1.29852 -1.38870 2.80687 -0.414
C -0.92565 -2.22523 0.53022 -0.411
C 1.74891 1.00853 -1.90076 -1.039
P 1.74264 -0.77910 -1.46167 0.320
S -0.99715 -2.92728 2.09661 0.435
H -1.51177 0.63236 2.11675 0.223
H -1.12508 -0.25470 -0.30789 0.223
H -1.42630 -1.31428 3.86815 0.235
H 2.74346 1.30020 -2.23652 0.241
H 1.48261 1.60369 -1.02824 0.239
H 1.03452 1.20415 -2.69919 0.236
H -0.74357 -2.85249 -0.31851 0.239
```

HOMO energy (alpha / beta): -7.93 / -7.97 eV
Kohn-Sham gap (alpha / beta): 7.11 / 7.14 eV
DFT total energy: -25419.488 eV



Computed, not measured: 2 unconnected molecules or ions with the total composition C5H7PS in a non-equilibrium geometry, with ωB97M-V/def2-TZVPD.

The geometry in XYZ format:
```
14
Properties=species:S:1:pos:R:3:nbo_charge:R:1
C 1.49810 0.32805 -0.97614 -0.206
C 1.90788 -0.13286 0.32851 -0.213
C 0.24960 -0.02766 -1.32920 -0.508
C 0.98085 -0.86232 0.97804 -0.486
C -1.73169 -0.16936 0.70935 -0.731
P -0.44741 -1.12976 -0.08296 0.837
S -3.13960 0.33537 -0.15259 0.112
H 2.15418 0.92706 -1.58751 0.218
H 2.87742 0.12234 0.72753 0.218
H -0.21699 0.19001 -2.27585 0.229
H 1.09645 -1.30804 1.95013 0.233
H -0.71017 1.65770 1.32289 -0.052
H -1.96292 -0.44896 1.72777 0.234
H -2.55570 0.51845 -1.33998 0.116
```

HOMO energy (alpha / beta): -8.88 / -7.55 eV
Kohn-Sham gap (alpha / beta): 8.65 / 7.37 eV
DFT total energy: -25417.652 eV



Computed, not measured: 2 unconnected molecules or ions with the total composition C5H7PS in a non-equilibrium geometry, with ωB97M-V/def2-TZVPD.

The geometry in XYZ format:
```
14
Properties=species:S:1:pos:R:3:nbo_charge:R:1
C 0.08359 -0.73723 -0.99304 -0.194
C 1.27215 -1.24035 -0.58769 -0.515
C -0.02030 0.34335 1.15052 -0.536
C -0.63572 0.17263 -0.05512 0.010
C -1.92999 0.93953 -0.51466 -0.632
P 1.57492 -0.54858 1.08490 0.929
S 1.98538 -1.70471 2.54750 -0.373
H -0.29069 -0.93704 -1.89377 0.204
H 1.79965 -1.89261 -1.26806 0.252
H -0.39413 0.93977 1.95395 0.246
H -2.04205 1.87806 -0.12788 0.221
H -2.94879 0.45235 -0.32009 0.229
H -1.81380 1.01094 -1.60566 0.215
H 3.35978 1.32386 0.62909 -0.055
```

HOMO energy (alpha / beta): -9.02 / -8.22 eV
Kohn-Sham gap (alpha / beta): 7.39 / 7.48 eV
DFT total energy: -25418.243 eV



Computed, not measured: a single C5H7PS molecule in a non-equilibrium geometry, with ωB97M-V/def2-TZVPD.

The geometry in XYZ format:
```
14
Properties=species:S:1:pos:R:3:nbo_charge:R:1
C 1.98086 -1.14403 0.30119 -0.363
C 0.98383 -0.27377 0.10108 -0.063
C 0.84004 0.52519 -1.02628 -0.214
C -0.38945 1.24415 -1.06969 -0.472
P -1.50487 0.90579 0.40108 0.648
S -2.92097 -0.57320 -0.28274 -0.351
C -0.08584 0.00117 1.24411 -0.722
H 2.01700 -1.56089 1.32742 0.196
H 2.64608 -1.63569 -0.49998 0.215
H 1.36184 0.46070 -1.98697 0.233
H -0.73679 1.72573 -1.97679 0.223
H -4.08904 0.28814 -0.17296 0.171
H -0.31384 -0.87325 1.89866 0.259
H 0.21113 0.90996 1.74188 0.239
```

HOMO energy: -8.25 eV
Kohn-Sham gap: 8.25 eV
DFT total energy: -25420.654 eV
SMILES: C=C1C=CP(S)C1



Computed, not measured: a single C5H8 molecule in a non-equilibrium geometry, with ωB97M-V/def2-TZVPD.

The geometry in XYZ format:
```
13
Properties=species:S:1:pos:R:3:nbo_charge:R:1
C -1.74771 1.49142 -1.14163 -0.492
C -1.04534 0.55613 -0.53579 0.048
C -0.79937 -0.51127 0.22654 -0.277
C 0.59791 -0.90004 -0.04407 -0.377
C 1.63704 -0.44205 0.96706 -0.605
H -2.72867 1.27380 -1.55084 0.222
H -1.40762 2.51941 -1.16821 0.216
H -1.54111 -1.14335 0.70460 0.222
H 0.72085 -1.96259 -0.28133 0.208
H 0.60525 0.11449 -0.86369 0.215
H 2.64856 -0.62529 0.59464 0.210
H 1.52248 -0.99472 1.90704 0.200
H 1.53774 0.62406 1.18569 0.210
```

HOMO energy: -8.54 eV
Kohn-Sham gap: 9.13 eV
DFT total energy: -5310.501 eV
SMILES: C=C=CCC



Computed, not measured: a single C5H8 molecule, with ωB97M-V/def2-TZVPD.

The geometry in XYZ format:
```
13
Properties=species:S:1:pos:R:3:nbo_charge:R:1
C -0.25749 1.84613 -0.68993 -0.481
C -0.77899 0.69672 -1.03034 0.084
C -0.98961 -0.58155 -0.88258 -0.286
C -0.23821 -1.18110 0.30974 -0.416
C 0.98528 -0.35826 0.77090 -0.613
H -0.67725 2.38766 0.15240 0.218
H 0.68738 2.18461 -1.10261 0.216
H -1.69610 -1.17474 -1.46077 0.227
H -0.95487 -1.20290 1.14008 0.208
H 0.02030 -2.22807 0.11855 0.209
H 0.72244 0.27335 1.62615 0.206
H 1.82851 -0.99195 1.04676 0.212
H 1.34860 0.33011 0.00166 0.216
```

HOMO energy: -9.34 eV
Kohn-Sham gap: 10.49 eV
DFT total energy: -5312.336 eV
SMILES: C=C=CCC



Computed, not measured: a molecular structure, C5H8, with ωB97M-V/def2-TZVPD.

The geometry in XYZ format:
```
13
Properties=species:S:1:pos:R:3:nbo_charge:R:1
C -0.05508 -0.97107 0.84693 -0.453
C -1.60796 0.06219 -0.60107 -0.245
C -0.58214 1.06737 -0.82200 -0.308
C 0.72063 0.90250 -0.56485 -0.236
C 1.13980 -0.38887 0.09195 -0.455
H 0.06281 -2.03588 1.08758 0.228
H -0.25836 -0.42858 1.77609 0.217
H -0.98936 -1.00051 0.06858 0.212
H -2.40368 0.46199 0.05436 0.164
H -0.95279 2.01082 -1.23295 0.241
H 1.45637 1.66346 -0.80227 0.211
H 1.47096 -1.11921 -0.66035 0.209
H 1.99879 -0.22421 0.75799 0.215
```

HOMO energy: -7.58 eV
Kohn-Sham gap: 7.73 eV
DFT total energy: -5310.128 eV



Q: Which relative energy (zero: lowest compared OMol25 entry of this formula, charge and spin) values were calculated for the entries above? A: 69.5, 461.4, 478.1, 237.0, 414.1, 357.1, 124.4, 353.7, 176.7, 389.7, in kJ/mol.